No. 1
C3H8O2 | ωB97M-V/def2-TZVPD

```
13
Properties=species:S:1:pos:R:3:forces:R:3
O 0.380048 -1.555972 0.443228 -0.24 -0.07 -0.01
O -1.810123 0.001229 0.657498 0.17 0.42 -0.27
C 0.512072 -0.883049 -0.787657 0.10 0.04 -0.34
C -1.084457 0.856127 0.195472 -0.26 -0.24 0.09
C 0.041264 0.588325 -0.764455 0.01 -0.05 0.07
H -0.325431 0.884318 -1.758829 0.06 -0.04 0.12
H 0.823399 0.704771 2.154275 0.08 0.02 0.11
H -0.017374 -1.426542 -1.582519 0.04 0.08 0.11
H 0.853570 1.287038 -0.533989 -0.09 -0.12 0.06
H -1.231072 1.917744 0.478929 -0.04 -0.09 -0.05
H 0.841873 0.023552 1.850173 0.07 0.14 0.13
H -0.562442 -1.493273 0.675266 0.25 -0.08 0.06
H 1.578674 -0.904267 -1.027393 -0.15 -0.01 -0.08
```
Forces are in eV/Å.

Properties
- Energy relative to the best compared isomer or geometry (same formula, charge and spin): 187.9 kJ/mol
- SMILES: O=CCCO.[H][H]

---

No. 2
C37H48N9O | ωB97M-V/def2-TZVPD

```
95
Properties=species:S:1:pos:R:3:forces:R:3
O -64.497372 -17.166279 41.737219 1.30 0.68 0.56
N -63.083009 -19.895055 41.611203 -1.95 6.62 2.85
N -66.146535 -21.300391 38.733402 -6.87 0.48 0.75
N -66.869761 -19.164130 45.220767 -2.81 -1.87 -2.30
N -67.971356 -14.952624 42.552831 -4.66 -1.81 2.85
N -64.570236 -17.193877 44.488552 -0.49 -0.39 -2.24
N -63.484247 -19.950594 38.499812 4.05 -1.62 -12.37
N -69.325883 -15.739028 39.799786 -5.60 2.55 6.79
N -62.655613 -16.076113 39.605827 -3.65 -2.09 3.32
N -65.264815 -14.533711 41.606158 2.82 -2.37 7.07
C -63.548623 -19.739959 36.264394 -1.03 0.54 2.57
C -68.251702 -21.239667 39.480751 2.56 -1.03 -0.21
C -65.059067 -13.414918 42.545096 -0.07 -2.58 0.70
C -69.076455 -14.113153 42.700718 3.11 3.35 -2.11
C -61.722244 -16.893867 39.048127 -0.57 4.16 0.21
C -70.152701 -14.800318 43.044401 0.21 -3.82 1.25
C -70.655590 -16.363786 38.095102 1.26 0.09 0.84
C -65.277883 -17.794897 40.812590 -2.15 1.09 0.58
C -67.719569 -20.807579 43.880437 -1.10 1.36 0.60
C -66.773507 -19.781217 43.905600 1.78 0.18 3.10
C -63.729918 -18.077979 46.315509 -0.49 1.40 0.62
C -69.169472 -16.548337 37.798775 -6.60 5.29 8.15
C -62.669741 -20.996550 37.922300 0.58 0.73 2.44
C -63.652568 -21.090481 41.437717 6.47 -1.44 -1.64
C -61.305127 -21.080138 41.266722 -2.10 -0.52 0.91
C -62.477098 -14.744824 39.417196 0.46 0.58 0.08
C -62.675234 -20.843559 36.558720 -0.86 0.53 0.41
C -68.769851 -20.516774 45.090720 1.53 -1.84 -0.61
C -67.658845 -22.609065 39.614507 -1.78 3.31 -0.93
C -65.504285 -12.314992 41.904295 -0.63 -4.27 -3.49
C -60.858103 -16.078412 38.455025 1.90 3.73 -1.90
C -67.260168 -20.453912 38.921027 0.92 -1.05 1.01
C -65.957695 -12.787276 40.543279 0.09 3.71 1.40
C -66.462123 -22.577424 39.040987 2.52 0.68 -0.98
C -68.480502 -16.139486 38.896133 -2.48 -0.15 -2.32
C -62.562684 -21.931422 41.073395 1.56 4.31 2.00
C -61.710289 -19.801777 41.696690 -0.16 -2.61 -0.87
C -64.059214 -19.218879 37.445670 1.91 -1.38 0.48
C -65.742550 -14.120142 40.481057 -1.26 1.57 -2.37
C -68.090200 -19.572022 45.848297 2.47 -0.87 -3.94
C -64.546118 -16.783208 46.689885 2.26 -2.14 2.35
C -68.370577 -16.243862 43.040568 0.46 0.67 -0.28
C -63.760567 -18.302315 44.926675 -6.17 8.33 7.03
C -65.112790 -16.368377 45.544152 1.64 -1.53 -2.93
C -69.727160 -16.260231 43.370629 2.05 4.30 -2.01
C -70.663758 -15.879016 39.421317 -1.94 -0.79 -0.86
C -61.345012 -14.481273 38.691985 0.06 -4.96 0.05
H -66.211949 -18.512607 45.607722 -0.03 0.30 -0.05
H -64.144298 -19.283213 35.545331 0.23 -0.01 -2.78
H -61.969387 -17.873241 39.081946 0.20 -3.10 -0.10
H -68.934692 -17.010074 37.066276 3.65 -5.51 -9.17
H -65.909897 -17.093590 40.179292 0.22 -0.45 0.74
H -63.112838 -18.846304 44.498016 3.97 -4.01 -4.13
H -67.156046 -19.366203 38.812498 -0.22 -0.70 -0.07
H -64.723530 -13.551860 43.688942 -0.70 0.03 -3.18
H -62.125107 -21.471206 35.883497 0.03 0.02 -0.17
H -67.649889 -16.434558 39.321999 4.97 -0.98 0.93
H -63.322209 -16.564587 40.366420 1.36 2.05 -1.62
H -67.647246 -21.607801 43.090800 -0.84 1.05 1.01
H -67.575007 -17.010819 43.125564 -0.88 0.42 -0.12
H -62.629429 -22.918599 40.787874 0.04 -1.92 -0.52
H -64.478957 -16.211810 47.732609 -0.56 -1.69 -2.50
H -71.109686 -14.413173 42.954573 -1.72 0.50 0.47
H -71.683584 -15.829025 40.135805 3.52 0.35 -1.84
H -66.353841 -12.062684 39.796432 0.41 -1.10 0.47
H -69.280298 -15.376599 40.883082 0.98 -1.34 -3.76
H -65.455743 -11.411487 42.312018 -0.12 3.84 1.22
H -64.719820 -17.049637 43.392845 0.21 -0.47 2.07
H -67.137779 -14.621183 42.211430 2.43 0.38 -0.55
H -68.246779 -18.913704 46.603391 -1.40 1.04 2.70
H -70.319990 -17.058147 43.718814 -0.41 -0.66 0.26
H -65.304339 -21.000394 38.559927 5.37 1.78 -1.69
H -63.802875 -19.846923 39.290282 -3.18 0.83 10.66
H -65.082221 -15.580171 42.007887 0.03 1.94 -2.18
H -68.181467 -23.437964 39.854892 -1.57 -2.48 0.87
H -60.068107 -16.435733 37.778162 -0.24 0.57 0.47
H -68.885662 -12.935425 42.427428 -0.85 -3.38 0.62
H -65.952398 -14.697795 39.614567 0.01 -0.80 -0.22
H -65.801708 -15.567004 45.262491 0.44 -0.32 0.23
H -65.920635 -18.475690 41.382058 -0.58 -0.39 -0.81
H -69.176521 -20.865551 39.827259 -0.80 0.02 0.27
H -61.110244 -18.956410 42.158249 -1.29 -1.07 -1.06
H -63.621463 -18.941636 41.844264 1.00 -2.41 -0.50
H -61.987997 -21.635491 38.633671 -1.79 1.41 -1.71
H -64.604024 -21.281850 41.204378 -3.77 -0.24 -0.31
H -60.982995 -13.498915 38.399128 0.21 -0.63 -0.13
H -63.147031 -18.701712 47.034498 -0.63 0.78 -0.63
H -65.762181 -19.435347 43.369695 -2.70 -1.46 0.84
H -64.731657 -18.305919 40.069860 0.92 -1.07 -0.97
H -60.277932 -21.382497 41.358288 0.11 -0.44 -0.42
H -63.199248 -14.047002 39.841976 0.30 -0.23 -0.08
H -69.750115 -21.171393 45.459546 2.97 2.02 -1.36
H -65.712534 -23.191495 38.560146 -0.33 -1.20 0.95
H -64.715191 -18.343391 37.575582 0.39 -0.79 0.15
H -71.597667 -16.618293 37.474960 2.07 0.45 1.05
```
Forces are in eV/Å.

Properties
- Energy relative to the best compared isomer or geometry (same formula, charge and spin): 816.9 kJ/mol
- Net charge: -1

---

No. 3
C16H18N3OPPdS2 | ωB97M-V/def2-TZVPD

```
42
Properties=species:S:1:pos:R:3:forces:R:3
Pd -0.188480 0.455272 0.683170 -0.68 0.39 -0.29
S 0.302398 1.087314 4.004870 -0.12 0.10 -0.12
S 0.001901 -3.362362 0.617987 0.10 0.11 -0.08
P -2.737692 1.512564 -1.079460 -0.19 0.13 -0.17
O -1.600774 0.494516 -0.960945 0.37 -0.12 0.26
N 0.789598 -2.071926 0.210340 -0.04 -0.24 -0.11
N 2.769790 -3.190486 -0.288206 0.04 0.03 0.01
N 1.946870 0.334220 -0.345750 0.14 -0.17 -0.02
C 0.994240 -4.676335 0.414997 0.06 -0.23 0.03
C 2.045892 -2.052206 -0.241086 -0.03 -0.09 0.09
C 0.096857 0.820728 2.536062 0.54 -0.22 0.30
C 2.634978 -0.780601 -0.675574 -0.05 -0.06 -0.04
C 3.638354 1.608722 -1.469143 0.07 0.05 -0.04
C 2.452556 1.493273 -0.738849 -0.14 0.03 0.11
C 4.328863 0.468885 -1.818869 -0.10 -0.13 0.07
C 1.396646 -7.026703 0.566008 -0.01 -0.04 0.00
C 3.234230 -5.540847 -0.110664 -0.07 -0.13 0.02
C 0.522198 -5.991791 0.691475 0.03 0.21 -0.01
C -3.459852 1.473353 -2.713283 0.02 -0.04 -0.02
C -2.175285 3.192489 -0.790981 0.06 -0.02 0.03
C 2.745629 -6.797415 0.169562 0.08 0.03 -0.02
C -4.047614 1.188302 0.100128 0.03 -0.03 0.05
C 2.362944 -4.461685 -0.004805 -0.12 0.17 0.00
C 3.809886 -0.761202 -1.416096 0.10 0.27 -0.08
H 3.988205 2.591879 -1.753815 0.02 -0.01 -0.01
H -1.633462 3.255268 0.155313 -0.04 -0.01 0.00
H -0.505206 -6.142342 1.000303 0.00 -0.03 0.00
H 1.080490 -8.041507 0.771130 -0.04 0.01 0.01
H -3.639309 1.130159 1.110712 0.01 0.03 -0.02
H 5.241668 0.512786 -2.396827 0.00 0.03 -0.01
H 4.333833 -1.652583 -1.738637 -0.05 -0.05 0.04
H -3.025500 3.873530 -0.745229 -0.01 0.00 -0.03
H 4.264450 -5.401951 -0.414414 0.00 0.02 -0.01
H -3.850992 0.478632 -2.926110 0.00 -0.01 0.03
H -4.538664 0.244499 -0.136544 0.01 -0.01 -0.01
H -4.275563 2.194157 -2.782012 0.00 0.01 0.02
H -1.518298 3.509551 -1.601311 0.01 -0.02 0.00
H 3.745263 -3.092569 -0.563884 0.00 0.00 0.01
H 1.896871 2.380389 -0.462702 0.00 -0.01 0.00
H -2.705851 1.721735 -3.460135 0.01 0.01 0.02
H -4.789659 1.986723 0.073911 -0.01 -0.01 -0.03
H 3.407845 -7.651357 0.085801 0.02 0.01 -0.01
```
Forces are in eV/Å.

Properties
- Multiplicity: 2
- Energy: -57812.661 eV
- Net charge: +3

---

No. 4
C19H25NO2 | ωB97M-V/def2-TZVPD

```
47
Properties=species:S:1:pos:R:3:forces:R:3
O -0.729121 2.401624 2.451562 -0.13 -0.13 -0.21
O 0.030708 -0.744359 -1.823290 0.40 0.04 -0.05
N -2.569847 0.684026 1.112527 -0.04 0.17 -0.14
C 1.946003 -3.236921 -3.751451 0.44 -0.01 -0.07
C -0.567628 3.371084 3.467613 0.13 0.33 0.30
C -1.003657 1.126844 3.029983 -0.32 -0.58 0.01
C 3.212385 -2.752950 -3.598692 -0.15 -0.26 -0.16
C 3.437789 -1.582001 -2.843802 -0.30 0.15 0.14
C -2.190866 -0.271617 -1.106133 0.18 -0.37 0.13
C -1.234413 2.800295 4.716673 0.05 0.02 -0.23
C 4.730224 -1.048730 -2.659657 0.12 0.13 0.07
C 1.025099 -1.446553 -2.427083 -0.03 -0.21 -0.13
C -0.947714 1.309016 4.552326 0.08 0.08 -0.21
C 2.566655 0.251307 -1.493903 0.01 0.16 0.11
C -1.295358 -1.218255 -1.907307 -0.48 0.14 0.00
C 3.833505 0.741390 -1.333961 -0.23 0.06 0.07
C 0.846195 -2.589605 -3.168233 -0.43 0.32 0.27
C -3.659847 -0.629668 -1.299288 0.25 0.15 -0.07
C -2.391958 0.650766 2.546939 0.39 0.28 0.07
C 4.924441 0.085860 -1.922303 0.16 -0.16 -0.13
C 2.337826 -0.915867 -2.248337 0.09 -0.08 -0.06
C -1.810801 -0.312747 0.377553 0.12 0.17 -0.21
H -2.565622 -0.369825 2.899319 -0.03 0.03 0.07
H -2.306647 1.610794 0.786196 -0.05 -0.07 0.03
H -1.016121 4.305196 3.121363 0.07 -0.04 0.06
H -2.308324 2.987436 4.691156 -0.02 0.04 0.03
H -3.963116 -0.484822 -2.333442 -0.09 -0.02 -0.12
H -2.066884 -1.294595 0.790307 0.05 -0.06 -0.04
H -1.623466 -1.241587 -2.956040 0.06 -0.06 0.09
H -1.362724 -2.235431 -1.495821 0.01 0.04 -0.05
H -2.014335 0.744154 -1.473856 0.03 0.02 -0.03
H -0.238809 0.422195 2.678795 -0.06 0.10 0.05
H -1.672824 0.677455 5.061123 -0.01 -0.07 0.05
H 0.049330 1.073447 4.926390 -0.02 -0.04 0.04
H -0.823332 3.216841 5.633127 -0.03 0.04 0.05
H -3.834881 -1.668536 -1.028155 -0.07 -0.17 0.04
H -3.154653 1.305565 2.979532 0.03 -0.06 0.17
H 1.719396 0.748298 -1.047490 -0.03 0.07 0.05
H 4.055421 -3.255185 -4.049793 0.07 -0.06 -0.05
H 0.505050 3.538719 3.645493 -0.11 0.04 0.00
H 5.567756 -1.557853 -3.115507 0.08 -0.04 -0.04
H -0.136693 -3.008085 -3.317559 -0.10 0.02 0.03
H -0.722103 -0.177777 0.461400 -0.08 -0.10 0.06
H -4.266599 0.001594 -0.657511 -0.11 -0.01 0.02
H 5.919648 0.484969 -1.788200 0.08 0.00 -0.01
H 4.001203 1.637027 -0.753745 -0.03 0.07 0.05
H 1.769707 -4.132933 -4.328817 0.02 -0.06 -0.04
```
Forces are in eV/Å.

Properties
- Energy relative to the best compared isomer or geometry (same formula, charge and spin): 159.4 kJ/mol
- SMILES: C[C@@H](CNC[C@@H]1CCCO1)COc1cccc2ccccc12